No. 1
Entry from the Open Molecules 2025 dataset: C2H5N3S as an isolated structure at a distorted geometry (the ωB97M-V functional and the def2-TZVPD basis).

Its total charge is +2. For the max |F|, the calculation gives 3.8 eV/A. The calculation puts the energy relative to the best compared isomer or geometry (same formula, charge and spin) at 20.4 kcal/mol.

```
11
C2H5N3S (the ωB97M-V functional and the def2-TZVPD basis)
C -0.15435 1.18545 -0.03045
C 0.35023 -1.19218 -0.00371
N -1.45730 1.14445 0.00640
N 0.68145 0.11870 -0.03500
N -0.82657 -1.65666 -0.01764
S -2.55456 -0.15071 -0.00444
H 0.33052 2.16026 -0.05160
H 1.20463 -1.88080 0.05368
H -1.93585 2.05650 0.05877
H 1.68114 0.33395 -0.04919
H -1.10127 -2.63629 -0.00532
```


No. 2
Entry from the Open Molecules 2025 dataset: a 2-piece molecular cluster, C3H10NOS overall at a distorted geometry (the ωB97M-V functional and the def2-TZVPD basis).

Its total charge is -1. For the max |F|, the calculation gives 3.1 eV/A. The calculation puts the energy relative to the best compared isomer or geometry (same formula, charge and spin) at 20.3 kcal/mol.

```
16
C3H10NOS (the ωB97M-V functional and the def2-TZVPD basis)
C 0.05068 -1.08020 1.55103
C -0.09846 0.44491 1.81081
S 0.34796 1.53288 0.29656
C -0.67690 -1.58374 0.26861
N 0.28145 -1.96169 -0.77180
H 1.08776 -1.38693 1.50695
H -0.21552 -1.79214 2.38148
H -1.15267 0.62218 1.91899
H 0.51826 0.83692 2.63034
H -1.28208 -2.40806 0.58924
H -1.25568 -0.69127 0.00813
H 0.68364 -1.22154 -1.25562
H -0.23514 -2.49260 -1.46652
H -0.24544 1.31693 -1.80972
H 0.54293 1.40107 -3.28048
O -0.20444 1.04193 -2.79348
```


No. 3
Entry from the Open Molecules 2025 dataset: C29H53BCoF4N5O15 as an isolated structure at a distorted geometry (the ωB97M-V functional and the def2-TZVPD basis).

Its total charge is -1. Its spin multiplicity is 4. For the max |F|, the calculation gives 2.4 eV/A. The calculation puts the total energy at -4346.63566 Eh. As for the expectation value of S²: 3.76.

```
108
C29H53BCoF4N5O15 (the ωB97M-V functional and the def2-TZVPD basis)
Co -4.41985 -22.24711 -10.08257
C -7.93521 -22.40699 -12.38455
C -9.26936 -21.96293 -12.09567
C -9.54944 -21.57519 -10.59015
O -10.61608 -21.05268 -10.30705
C -8.50283 -21.82584 -9.62912
C -7.30045 -22.40437 -9.94522
C -6.94985 -22.52507 -11.40156
O -5.72685 -22.61974 -11.77061
O -6.38157 -22.48674 -9.03418
O -10.15486 -21.89357 -12.93852
H -7.52701 -22.49337 -13.38316
H -8.76897 -21.52673 -8.62336
B -1.42218 -22.32166 -11.22688
F -1.00664 -23.64038 -10.95969
F -2.83174 -22.32564 -11.39024
F -0.99364 -21.53498 -10.12442
F -0.88334 -21.81135 -12.40496
C 1.80748 -31.43981 -11.93575
C 0.56471 -30.69005 -11.48401
O 0.53026 -29.35113 -11.94184
C -0.51650 -28.62482 -11.53942
O -1.40394 -29.03114 -10.82747
O -0.37132 -27.39743 -11.99905
C -1.54424 -26.60778 -12.28924
H 2.08696 -31.14995 -12.95226
H 1.72438 -32.52257 -11.94278
H 2.65556 -31.13755 -11.31594
H 0.44721 -30.75125 -10.40199
H -0.27981 -31.24439 -11.90552
H -1.32654 -26.06993 -13.20367
H -1.79623 -25.94969 -11.45964
H -2.38678 -27.29410 -12.39429
C -2.04397 -22.29590 -15.50744
C -3.17541 -21.57654 -16.23598
O -4.11693 -21.10199 -15.28702
C -4.78026 -20.00386 -15.59191
O -4.54845 -19.27765 -16.52164
O -5.73565 -19.82603 -14.70325
C -6.57400 -18.69872 -14.89824
H -1.16795 -22.28792 -16.15266
H -2.34041 -23.27574 -15.14183
H -1.82102 -21.67412 -14.63590
H -3.61017 -22.28582 -16.94513
H -2.74720 -20.74542 -16.79371
H -7.27382 -18.85556 -15.72577
H -6.11555 -17.71806 -14.95645
H -7.29110 -18.82197 -14.08539
C 2.49613 -20.15947 -12.75783
O 3.42045 -20.05710 -13.55408
N 2.47895 -19.53718 -11.57775
C 1.52997 -19.83290 -10.52990
C 3.45941 -18.52729 -11.23143
H 1.64688 -20.83029 -12.93248
H 1.99647 -20.40460 -9.72036
H 0.78521 -20.54986 -10.87806
H 0.98342 -18.97976 -10.13131
H 4.09472 -18.29675 -12.08037
H 2.99743 -17.58866 -10.91193
H 4.03812 -18.86033 -10.36627
C -3.34302 -25.17526 -9.37204
O -3.95730 -24.16934 -9.68672
N -3.97008 -26.33641 -9.19993
C -3.28953 -27.57523 -8.89430
C -5.43165 -26.42948 -9.27962
H -2.27849 -25.19709 -9.11421
H -3.42283 -28.28979 -9.69937
H -3.48707 -27.99586 -7.90610
H -2.21887 -27.35712 -8.82823
H -5.86164 -26.47731 -8.27991
H -5.88822 -25.55919 -9.74710
H -5.64358 -27.28880 -9.91456
C -4.73789 -19.00956 -10.30054
O -4.55132 -20.21120 -10.42731
N -5.80942 -18.45030 -10.86307
C -5.72625 -17.03474 -11.18856
C -6.91344 -19.21458 -11.42786
H -4.01343 -18.35127 -9.82072
H -6.73256 -16.62500 -11.24581
H -5.15836 -16.80667 -12.09534
H -5.21013 -16.43423 -10.43229
H -7.64506 -18.55417 -11.87914
H -6.60631 -19.88520 -12.23805
H -7.28610 -19.90854 -10.67240
C -0.35204 -25.73886 -6.97826
O -1.09546 -24.79226 -6.78458
N 0.67791 -25.70551 -7.85152
C 1.45648 -26.87133 -8.18928
C 1.00981 -24.52070 -8.58943
H -0.46056 -26.68932 -6.43623
H 2.41864 -26.82636 -7.66134
H 1.73393 -27.03367 -9.23164
H 1.00487 -27.81784 -7.88189
H 0.89385 -24.65119 -9.67114
H 0.23746 -23.76919 -8.42153
H 2.01834 -24.14401 -8.40911
C -2.54248 -21.75810 -7.53959
O -3.47741 -21.78954 -8.33026
N -1.75081 -20.72020 -7.31204
C -0.47030 -20.94277 -6.64491
C -1.93130 -19.45191 -7.99670
H -2.29427 -22.68330 -7.00808
H -0.35251 -20.72348 -5.57868
H 0.22070 -20.25978 -7.13975
H -0.14610 -21.97586 -6.76447
H -2.39627 -18.72444 -7.33077
H -0.98924 -19.07288 -8.38527
H -2.57965 -19.67367 -8.84117
```